C38H61BCdN4S3 as an isolated structure in a non-equilibrium geometry, computed with wB97M-V/def2-TZVPD.

## Properties
Calculated total energy, hartree: -3090.3442
Net charge: +2
Gap between HOMO and LUMO, eV: 7.872

Each line ends with the Mulliken charge.
Element x y z (Å)
Cd: -0.032 -0.417 1.091  -2.64
C: -0.433 -3.551 3.627  -1.10
C: 1.018 -3.097 3.498  -0.85
S: 1.339 -1.328 3.386  0.24
C: 0.512 -0.632 4.836  -1.02
C: -0.148 0.707 4.518  -0.56
S: -1.396 0.716 3.216  -0.02
C: -2.743 -0.276 3.866  -0.86
C: -2.608 -1.807 3.914  -1.19
S: -1.625 -2.633 2.615  0.29
H: -0.770 -3.496 4.658  0.38
H: -0.499 -4.596 3.334  0.58
H: 1.461 -3.487 2.580  0.30
H: 1.598 -3.497 4.329  0.55
H: 1.270 -0.473 5.601  0.64
H: -0.207 -1.356 5.219  0.34
H: 0.598 1.421 4.162  -0.17
H: -0.603 1.124 5.417  0.68
H: -3.583 0.012 3.238  0.23
H: -2.960 0.101 4.866  0.61
H: -3.607 -2.238 3.871  0.67
H: -2.182 -2.116 4.864  0.48
C: 0.493 -3.489 -2.930  -1.82
C: 0.915 -2.021 -2.828  1.94
C: 2.208 -1.805 -3.629  -1.50
C: -0.156 -1.040 -3.289  0.53
C: -1.082 -1.431 -4.253  -0.21
C: -1.991 -0.523 -4.784  -1.22
C: -2.009 0.776 -4.314  -0.76
C: -1.124 1.215 -3.322  0.50
C: -1.286 2.678 -2.893  0.23
C: -0.915 3.049 -1.453  -1.51
C: -0.583 3.624 -3.881  -1.65
C: -0.180 0.297 -2.840  -0.36
N: 0.837 0.737 -1.930  0.79
B: 1.059 0.508 -0.529  4.66
N: 2.306 1.150 -0.239  0.73
C: 2.749 1.802 -1.399  -1.18
C: 1.892 1.543 -2.404  -1.27
C: 2.984 1.250 1.030  0.28
C: 3.953 0.297 1.382  0.23
C: 4.501 0.386 2.661  -1.05
C: 4.125 1.382 3.548  -1.56
C: 3.206 2.342 3.155  -0.15
C: 2.629 2.303 1.888  0.29
C: 1.715 3.436 1.452  1.84
C: 2.519 4.733 1.302  -1.75
C: 0.533 3.639 2.402  -1.22
C: 4.493 -0.811 0.472  0.46
C: 3.583 -2.042 0.404  -0.94
C: 4.895 -0.378 -0.940  -1.59
H: 1.183 -4.111 -2.358  0.40
H: 0.525 -3.846 -3.963  0.46
H: -0.517 -3.670 -2.551  0.28
H: 1.137 -1.806 -1.785  -0.96
H: 2.018 -1.982 -4.693  0.39
H: 2.984 -2.502 -3.303  0.43
H: 2.592 -0.790 -3.518  0.21
H: -1.054 -2.444 -4.641  0.42
H: -2.670 -0.829 -5.574  0.43
H: -2.722 1.487 -4.722  0.54
H: -2.357 2.873 -2.994  0.78
H: 0.157 3.234 -1.351  0.14
H: -1.196 2.282 -0.730  -0.03
H: -1.435 3.972 -1.179  0.63
H: 0.501 3.569 -3.761  0.29
H: -0.886 4.657 -3.696  0.44
H: -0.827 3.380 -4.917  0.40
H: 3.666 2.375 -1.419  0.56
H: 1.948 1.839 -3.441  0.65
H: 5.255 -0.337 2.957  0.44
H: 4.578 1.431 4.533  0.43
H: 2.959 3.157 3.830  0.49
H: 1.307 3.189 0.477  -1.03
H: 2.926 5.056 2.265  0.38
H: 1.884 5.536 0.919  0.44
H: 3.356 4.604 0.614  0.36
H: 0.863 3.942 3.403  0.34
H: -0.063 2.727 2.499  -0.04
H: -0.126 4.425 2.023  0.51
H: 5.411 -1.138 0.960  0.78
H: 2.676 -1.822 -0.168  -0.09
H: 3.305 -2.379 1.404  0.07
H: 4.097 -2.870 -0.096  0.55
H: 4.036 -0.319 -1.610  0.12
H: 5.594 -1.108 -1.359  0.51
H: 5.398 0.592 -0.935  0.33
C: -5.423 -1.477 -0.431  -0.92
C: -4.343 -1.272 0.663  -0.47
N: -3.015 -1.088 0.063  0.48
C: -3.025 0.142 -0.749  0.04
C: -4.127 0.084 -1.833  -0.73
N: -4.745 -1.289 -1.762  0.03
C: -3.689 -2.348 -1.971  -0.75
C: -2.690 -2.237 -0.793  0.20
H: -6.232 -0.754 -0.371  0.35
H: -5.848 -2.477 -0.421  0.34
H: -4.318 -2.143 1.316  0.41
H: -4.579 -0.398 1.266  0.42
H: -2.059 0.256 -1.227  -0.78
H: -3.182 0.999 -0.095  0.57
H: -3.722 0.214 -2.832  0.15
H: -4.928 0.805 -1.674  0.20
H: -5.439 -1.371 -2.499  0.35
H: -3.221 -2.154 -2.935  0.21
H: -4.195 -3.308 -2.005  0.31
H: -1.684 -2.104 -1.184  -0.56
H: -2.705 -3.141 -0.188  0.74

Atomic forces in eV per Å
Cd -0.3 -0.3 1.0
C 0.0 0.0 0.0
C 0.1 0.0 0.0
S 0.4 0.2 -0.3
C -0.1 0.0 0.0
C 0.1 -0.1 0.0
S 0.0 0.2 -0.2
C 0.1 -0.3 -0.1
C 0.0 0.1 0.0
S -0.1 0.1 -0.1
H 0.0 0.0 0.0
H 0.0 -0.1 0.0
H 0.0 0.0 0.0
H 0.0 -0.1 0.0
H 0.0 0.0 0.0
H 0.0 0.1 0.0
H 0.0 0.0 0.1
H 0.0 0.0 0.0
H -0.1 0.0 0.0
H -0.1 0.0 0.0
H -0.1 0.0 0.0
H 0.0 0.0 0.0
C 0.0 0.0 -0.1
C 0.0 0.0 -0.1
C 0.0 0.0 -0.1
C 0.1 0.0 0.0
C 0.0 0.0 -0.1
C 0.0 0.0 0.0
C 0.0 0.1 0.0
C 0.0 0.1 0.0
C 0.1 0.0 0.0
C 0.0 0.1 0.0
C 0.0 0.0 0.0
C 0.2 0.1 0.1
N 0.2 0.1 -0.1
B 0.3 0.0 -0.6
N 0.0 0.2 -0.1
C 0.0 0.0 0.2
C -0.2 -0.1 0.1
C -0.2 0.0 -0.2
C 0.0 0.0 -0.1
C 0.1 0.0 0.0
C 0.0 0.0 0.0
C 0.0 0.0 0.1
C 0.0 0.0 0.0
C 0.1 0.0 0.1
C 0.0 0.0 0.0
C 0.0 0.1 0.0
C -0.1 0.0 0.0
C 0.0 0.0 0.0
C 0.1 0.0 0.0
H 0.0 0.0 0.0
H 0.0 0.0 0.1
H 0.0 0.0 0.0
H 0.0 0.0 0.1
H 0.0 0.0 0.1
H -0.1 0.1 0.0
H 0.0 0.0 0.0
H 0.0 0.1 0.0
H 0.1 0.0 0.1
H 0.0 0.0 0.0
H -0.1 0.0 0.0
H -0.1 -0.1 0.0
H 0.0 0.0 0.0
H 0.1 -0.1 0.0
H -0.1 0.0 0.0
H 0.0 -0.1 0.0
H 0.0 0.0 0.1
H -0.1 -0.1 0.0
H 0.0 0.0 0.1
H -0.1 0.1 0.0
H 0.0 0.0 -0.1
H 0.0 -0.1 0.0
H 0.0 -0.1 -0.1
H 0.0 0.0 -0.1
H 0.0 0.0 0.0
H 0.0 0.0 0.0
H 0.0 0.0 -0.1
H 0.1 0.2 -0.1
H 0.1 -0.1 0.0
H 0.1 0.0 0.1
H 0.0 0.0 0.0
H 0.0 0.0 0.0
H 0.0 0.1 0.0
H 0.1 0.0 0.0
H -0.1 0.1 0.1
H 0.0 -0.1 0.0
C 0.2 0.0 -0.1
C 0.1 -0.2 -0.2
N -0.2 0.2 -0.2
C -0.2 -0.2 0.1
C -0.1 -0.1 0.2
N 0.2 0.0 0.2
C -0.1 0.2 0.1
C -0.1 0.1 0.0
H 0.0 0.0 0.0
H 0.0 -0.1 0.0
H 0.0 0.0 0.0
H 0.0 0.1 0.0
H 0.1 0.0 0.0
H 0.0 0.0 0.0
H 0.0 0.0 0.0
H 0.0 0.0 0.0
H -0.1 0.0 -0.1
H 0.0 0.1 0.0
H -0.1 -0.1 0.0
H 0.1 0.0 0.0
H 0.0 0.0 0.0